The following is a quantum chemistry calculation of a molecular structure, C32H26N2O5P2Sc, from OMol25.

Summary:
* LUMO: -2.94 eV
* gap between HOMO and LUMO: 8.7 eV
* E_tot: -86100.4347 eV
* total charge: +1

XYZ file:
```
68
Properties=species:S:1:pos:R:3:lowdin_charge:R:1
Sc 8.283 7.971 15.396 0.964
P 10.786 8.538 14.822 1.015
P 8.310 8.488 12.617 1.050
O 7.848 9.850 15.962 -0.176
O 7.943 6.101 15.849 -0.145
O 7.106 4.527 17.193 0.151
O 7.487 11.403 17.532 0.137
O 5.724 7.841 21.136 0.106
N 9.729 7.988 13.558 -0.566
N 7.375 7.939 17.390 0.051
C 8.666 7.951 10.914 -0.354
C 6.472 9.076 19.251 0.104
C 11.390 13.039 14.779 -0.058
C 7.640 12.966 12.232 -0.050
C 11.669 10.966 13.639 -0.087
C 13.094 7.759 13.327 -0.083
C 7.073 9.085 18.026 -0.131
C 8.711 12.434 11.523 -0.058
C 15.143 7.240 14.482 -0.060
C 8.803 7.354 8.183 -0.057
C 7.575 7.367 8.835 -0.066
C 10.544 11.057 15.782 -0.095
C 7.046 6.781 17.928 -0.154
C 7.141 10.849 13.168 -0.127
C 8.988 11.088 11.644 -0.084
C 10.947 10.325 14.669 -0.342
C 7.359 5.671 16.959 -0.523
C 10.760 12.418 15.827 -0.048
C 13.177 7.780 15.754 -0.092
C 12.449 7.899 14.562 -0.351
C 8.216 10.294 12.485 -0.364
C 7.479 10.263 17.159 -0.534
C 14.523 7.496 15.713 -0.052
C 9.894 8.054 10.213 -0.087
C 7.512 7.654 10.187 -0.104
C 9.924 6.484 13.460 -0.159
C 11.868 12.319 13.693 -0.074
C 6.216 7.844 19.879 -0.247
C 6.466 6.656 19.177 0.105
C 6.857 12.176 13.049 -0.060
C 14.449 7.416 13.313 -0.068
C 9.962 7.724 8.867 -0.068
H 11.504 14.110 14.825 0.113
H 12.576 7.861 12.381 0.093
H 10.428 12.976 16.692 0.121
H 10.047 10.581 16.593 0.079
H 14.953 7.281 12.362 0.114
H 8.882 7.130 7.112 0.118
H 10.787 8.351 10.744 0.087
H 9.877 6.000 14.453 0.070
H 6.004 12.559 13.582 0.116
H 9.152 5.968 12.885 0.090
H 10.900 6.270 13.022 0.079
H 12.391 12.831 12.885 0.118
H 12.003 10.361 12.772 0.114
H 16.170 6.906 14.441 0.114
H 9.326 13.047 10.881 0.113
H 9.810 10.628 11.108 0.100
H 5.584 6.938 21.472 0.137
H 6.518 10.182 13.799 0.098
H 10.929 7.791 8.382 0.111
H 6.656 7.160 8.300 0.113
H 15.087 7.362 16.633 0.116
H 6.185 10.025 19.749 0.161
H 7.407 14.021 12.098 0.117
H 6.548 7.629 10.687 0.106
H 6.212 5.675 19.553 0.141
H 12.678 7.891 16.689 0.098
```

=====

The following is a quantum chemistry calculation of a molecular structure, C32H26N4O3PPt, from OMol25.

Summary:
* LUMO: -3.43 eV
* gap between HOMO and LUMO: 6.7 eV
* E_tot: -58237.5337 eV
* total charge: +1

XYZ file:
```
67
Properties=species:S:1:pos:R:3:lowdin_charge:R:1
Pt -0.702 1.777 -0.296 1.173
P -0.443 -0.603 -0.678 1.014
O 3.473 0.937 3.138 0.061
O -3.431 2.776 -0.312 -0.026
O -0.544 0.975 1.841 -0.145
N 1.042 2.353 0.373 -0.207
N -2.744 1.558 -0.438 -0.189
N 1.567 1.822 1.480 0.100
N -0.377 3.418 -1.480 -0.090
C 1.611 3.364 -0.222 -0.052
C -3.410 0.632 0.145 -0.053
C -1.104 3.832 -2.534 -0.121
C -3.156 -3.588 -0.062 -0.035
C 2.832 -0.601 4.835 -0.022
C -1.318 -0.891 -3.276 -0.100
C -0.036 -1.743 -5.120 -0.071
C -1.217 -1.209 -4.619 -0.071
C 1.798 -2.904 1.891 -0.061
C 2.171 -0.854 0.065 -0.124
C -1.986 -1.473 -0.247 -0.284
C 0.545 -1.289 5.061 -0.078
C 0.690 1.062 2.147 -0.441
C 3.069 -2.395 1.671 -0.064
C 1.356 4.938 -2.149 0.002
C -3.151 -0.805 0.170 -0.186
C 0.574 5.395 -3.181 -0.036
C 0.893 -1.384 0.257 -0.356
C 0.873 3.932 -1.308 -0.249
C 0.939 -1.646 -2.921 -0.072
C -4.279 -1.558 0.517 -0.016
C 0.218 -0.483 3.992 -0.025
C 2.505 0.218 3.753 -0.266
C 1.173 0.279 3.311 -0.081
C -0.241 -1.111 -2.415 -0.351
C -2.026 -2.855 -0.395 -0.079
C 1.868 -1.346 5.482 -0.069
C 3.255 -1.366 0.758 -0.063
C -4.283 -2.938 0.416 -0.042
C -0.679 4.818 -3.389 -0.037
C 1.037 -1.961 -4.271 -0.066
C 0.712 -2.402 1.190 -0.073
H 0.932 6.175 -3.839 0.120
H -2.045 3.322 -2.697 0.109
H 4.239 -0.944 0.601 0.115
H 1.778 -1.840 -2.267 0.096
H -2.245 -0.476 -2.893 0.102
H -0.219 -1.862 5.569 0.105
H -5.174 -1.047 0.850 0.121
H 1.956 -2.385 -4.654 0.111
H -1.152 -3.371 -0.773 0.122
H -2.061 -1.045 -5.276 0.109
H -3.150 -4.664 -0.174 0.118
H 2.545 3.749 0.161 0.141
H 3.865 -0.641 5.166 0.119
H 2.348 5.332 -1.977 0.126
H 0.043 -1.994 -6.169 0.110
H -1.313 5.125 -4.207 0.117
H -4.362 0.945 0.565 0.147
H 1.645 -3.687 2.622 0.115
H 2.151 -1.969 6.322 0.111
H 2.320 -0.029 -0.623 0.107
H -0.273 -2.793 1.400 0.102
H 4.301 0.808 3.614 0.114
H -3.144 3.318 -1.057 0.067
H -0.805 -0.420 3.646 0.116
H -5.167 -3.497 0.689 0.117
H 3.912 -2.789 2.223 0.114
```

=====

The following is a quantum chemistry calculation of a single C32H26N4O4 molecule, from OMol25.

Summary:
* LUMO: 0.31 eV
* relative energy (zero: lowest compared OMol25 entry of this formula, charge and spin): 0.0 kcal/mol
* gap between HOMO and LUMO: 8.3 eV
* E_tot: -47756.3664 eV
* total charge: 0

XYZ file:
```
66
Properties=species:S:1:pos:R:3:lowdin_charge:R:1
O 0.253 1.578 6.514 -0.087
O -1.348 3.469 -0.969 -0.061
O -2.489 3.082 1.322 -0.062
O 1.679 -0.721 -3.377 0.096
N 3.246 -1.094 -1.803 0.175
N 2.745 -1.868 0.305 -0.022
N 2.946 -2.288 1.557 0.160
N 0.743 -2.328 1.110 0.199
C 1.313 -0.263 -6.072 -0.009
C -1.232 -0.489 -7.182 -0.033
C 1.454 -2.996 3.391 -0.076
C 1.932 -1.104 -2.112 -0.240
C -1.716 -0.412 0.424 -0.047
C -1.069 -0.729 -5.802 -0.162
C 1.642 -0.402 6.167 -0.020
C 1.911 -1.511 5.380 -0.033
C 0.132 -0.918 3.902 -0.023
C -2.189 0.666 1.160 -0.011
C 1.162 -1.787 4.249 -0.228
C -0.676 -1.188 -3.055 -0.116
C -0.761 3.742 -2.216 -0.080
C 1.375 -1.892 0.036 -0.188
C -0.164 -0.152 -7.966 -0.081
C -0.141 0.190 4.674 0.009
C -0.949 1.089 -1.276 0.054
C 0.978 1.905 7.674 -0.094
C -1.429 2.171 -0.564 -0.182
C 0.610 0.460 5.819 -0.276
C 1.727 -2.550 2.002 -0.344
C 0.229 -0.612 -5.242 -0.078
C 0.941 -1.481 -1.228 -0.007
C 3.623 -1.459 -0.624 -0.082
C 1.118 -0.039 -7.406 -0.075
C -3.091 2.943 2.584 -0.078
C 0.394 -0.850 -3.850 -0.126
C -1.952 -1.303 -3.634 -0.007
C -2.149 -1.082 -4.966 -0.021
C -0.518 -1.379 -1.569 -0.150
C -1.096 -0.208 -0.791 -0.180
C -2.056 1.959 0.685 -0.196
H -0.459 1.240 -2.226 0.115
H 0.898 1.120 8.433 0.095
H 1.951 0.227 -8.039 0.103
H 2.246 -0.225 7.043 0.101
H 2.322 -3.530 3.775 0.117
H -1.299 3.251 -3.034 0.098
H -0.935 0.871 4.411 0.099
H 0.584 -3.656 3.378 0.126
H -2.402 2.506 3.314 0.082
H -1.029 -2.291 -1.241 0.159
H -3.135 -1.171 -5.398 0.112
H 0.292 3.439 -2.244 0.098
H 2.034 2.088 7.451 0.095
H -1.823 -1.413 0.812 0.107
H 0.528 2.820 8.056 0.092
H 2.721 -2.169 5.662 0.112
H -4.001 2.335 2.534 0.097
H -2.221 -0.578 -7.608 0.112
H -3.351 3.952 2.897 0.096
H -0.826 4.822 -2.340 0.094
H -2.779 -1.563 -2.990 0.124
H -2.664 0.479 2.109 0.104
H -0.299 0.029 -9.022 0.102
H 4.671 -1.441 -0.367 0.136
H 2.294 -0.180 -5.630 0.116
H -0.446 -1.112 3.012 0.093
```

=====

The following is a quantum chemistry calculation of a molecular structure, C32H26N9O8P2SeZr, from OMol25.

Summary:
* LUMO: -3.60 eV
* relative energy (zero: lowest compared OMol25 entry of this formula, charge and spin): 30.0 kcal/mol
* gap between HOMO and LUMO: 6.7 eV
* E_tot: -148609.5894 eV
* total charge: +1

XYZ file:
```
79
Properties=species:S:1:pos:R:3:lowdin_charge:R:1
Zr 0.066 -0.157 0.178 1.643
Se 0.360 -1.657 -2.080 0.745
P -1.876 0.937 2.254 0.265
P -2.717 -1.280 0.653 0.253
O -3.799 -2.237 0.544 -0.199
O -2.543 -0.316 -0.639 -0.188
O -2.393 1.881 3.224 -0.204
O -1.226 1.323 0.905 -0.412
O -1.227 -1.669 0.796 -0.473
O -2.929 -0.219 1.867 -0.221
O -0.571 0.114 2.816 -0.188
O 3.223 12.572 -0.259 -0.065
N 2.894 -3.850 2.602 0.121
N 0.241 1.651 -1.338 -0.021
N 1.224 6.491 -1.067 0.192
N 2.656 6.215 0.609 0.196
N 4.198 -1.692 -0.904 0.168
N 4.127 -0.773 -1.882 0.068
N 1.585 1.462 1.055 -0.015
N 2.435 -0.333 -0.621 -0.054
N 1.458 -1.779 1.416 0.035
C 3.469 10.416 0.823 0.001
C 3.391 -3.162 1.586 -0.034
C -3.358 -2.021 -4.052 -0.073
C 2.403 8.519 -0.230 -0.163
C -0.917 2.982 -2.941 -0.003
C 2.337 1.320 2.132 -0.107
C 3.099 3.572 2.035 0.040
C 1.572 2.650 0.405 -0.131
C 2.116 7.089 -0.212 -0.242
C 1.935 9.364 -1.241 -0.025
C -0.575 1.752 -2.378 -0.097
C 1.199 5.155 -0.757 -0.124
C 2.995 11.247 -0.190 -0.275
C 2.094 5.017 0.279 -0.171
C 3.155 -1.394 -0.171 -0.345
C -2.380 -2.049 -3.067 -0.135
C -0.770 -1.241 -4.655 -0.159
C 1.673 -3.523 3.006 -0.067
C 3.171 9.064 0.793 -0.010
C 3.137 2.343 2.642 -0.009
C -3.049 -1.601 -5.338 -0.082
C 2.288 3.749 0.907 -0.056
C 0.760 2.777 -0.798 -0.142
C -0.378 4.131 -2.422 0.035
C -1.081 -1.640 -3.357 -0.632
C -1.748 -1.222 -5.639 -0.084
C 2.676 -2.134 0.986 -0.185
C 3.065 0.015 -1.726 -0.165
C 2.225 10.709 -1.225 0.012
C 4.028 13.166 0.749 -0.064
C 0.947 -2.496 2.419 -0.078
C 0.506 4.056 -1.332 -0.053
H -0.948 0.821 -2.786 0.082
H 3.557 13.077 1.731 0.099
H 4.112 14.215 0.483 0.096
H -0.561 0.001 3.774 0.108
H 1.348 8.981 -2.067 0.106
H -0.056 -2.256 2.735 0.103
H 0.244 -0.943 -4.894 0.091
H 4.063 10.809 1.634 0.108
H 3.740 2.160 3.519 0.119
H 4.807 -0.773 -2.626 0.174
H 4.376 -3.423 1.220 0.130
H -4.360 -2.354 -3.814 0.111
H 0.663 6.969 -1.750 0.152
H 3.660 4.416 2.414 0.130
H -1.599 3.007 -3.779 0.122
H -3.811 -1.590 -6.106 0.106
H -0.632 5.091 -2.854 0.124
H 3.534 8.416 1.579 0.116
H 5.023 12.716 0.774 0.098
H 2.788 0.803 -2.405 0.140
H -2.619 -2.445 -2.089 0.092
H 1.244 -4.095 3.819 0.123
H 1.871 11.369 -2.004 0.126
H -3.308 -0.235 -1.222 0.109
H -1.490 -0.913 -6.643 0.105
H 2.294 0.359 2.628 0.108
```

=====

The following is a quantum chemistry calculation of a molecular structure, C32H27CaF6N10O6S3, from OMol25.

Summary:
* LUMO: 2.50 eV
* gap between HOMO and LUMO: 6.6 eV
* E_tot: -128062.5226 eV
* total charge: -1

XYZ file:
```
85
Properties=species:S:1:pos:R:3:lowdin_charge:R:1
Ca -0.262 -0.185 -0.520 1.342
S -1.007 0.788 -3.533 0.675
S 2.691 -0.536 -2.186 0.586
S -3.000 0.040 -1.965 0.629
F -0.123 -1.777 -3.265 0.134
F -1.656 -1.456 -4.732 0.140
F -5.240 -1.045 -1.263 0.147
F 0.329 -0.831 -5.189 0.158
F -4.381 -1.902 -3.055 0.146
F -5.326 0.042 -3.133 0.140
O -3.344 1.041 -0.994 -0.250
O 1.853 0.098 -3.175 -0.322
O -2.111 -1.049 -1.484 -0.428
O -0.576 1.134 -2.161 -0.501
O 2.900 -1.965 -2.312 -0.318
O -0.664 1.664 -4.600 -0.246
N -0.874 2.719 0.515 -0.096
N 0.306 -2.468 0.343 0.029
N 2.075 -0.123 -0.767 -0.218
N 4.039 -0.922 0.335 0.138
N -1.604 -0.016 1.409 -0.044
N -2.596 0.575 -3.397 -0.292
N 0.364 2.191 0.676 0.056
N 7.915 2.180 -3.028 0.079
N -0.346 -2.660 1.523 -0.087
N 2.086 -0.194 1.491 0.124
C 5.587 2.252 -2.359 -0.032
C -3.018 1.084 3.083 -0.039
C -2.164 1.122 1.959 -0.251
C -2.360 -1.182 1.511 -0.271
C -1.894 2.434 1.497 -0.121
C 1.132 2.870 -0.161 -0.168
C -3.773 -1.208 1.476 -0.051
C -4.699 -4.893 1.791 -0.066
C 0.408 -3.369 2.381 -0.078
C 4.598 -1.179 1.514 -0.139
C 4.250 0.260 -2.415 -0.294
C -0.546 -0.958 -4.217 -0.676
C 4.371 1.619 -2.167 -0.052
C -3.900 -3.618 1.712 -0.289
C 0.402 3.841 -0.871 -0.060
C -2.519 -3.626 1.702 0.007
C -2.536 3.547 2.021 0.001
C -4.507 -2.369 1.578 -0.052
C -3.656 2.197 3.596 -0.061
C -4.584 -0.772 -2.384 -0.686
C 2.798 -0.438 0.375 -0.502
C 6.692 1.532 -2.808 -0.330
C -0.882 3.704 -0.410 -0.086
C 6.551 0.174 -3.083 -0.037
C 2.671 -0.461 2.640 -0.139
C 1.478 -3.074 0.485 -0.152
C -3.459 3.461 3.051 -0.299
C 1.599 -3.656 1.756 -0.061
C -1.771 -2.455 1.608 -0.132
C 3.962 -0.968 2.723 -0.078
C 5.336 -0.463 -2.880 -0.053
C -4.147 4.687 3.593 -0.071
H 0.031 -3.613 3.360 0.125
H -4.440 5.367 2.790 0.070
H 3.509 2.184 -1.838 0.098
H 5.608 -1.580 1.482 0.102
H 2.181 2.631 -0.210 0.085
H -5.591 -2.308 1.526 0.110
H -3.505 5.250 4.277 0.072
H -1.980 -4.567 1.754 0.121
H -4.228 -5.619 2.457 0.070
H 2.085 -0.266 3.535 0.111
H -1.799 4.200 -0.681 0.129
H 2.181 -3.052 -0.335 0.094
H -2.278 4.520 1.616 0.114
H 4.433 -1.191 3.669 0.087
H -5.707 -4.702 2.164 0.068
H 0.748 4.505 -1.644 0.093
H 8.723 1.579 -3.012 0.078
H 2.440 -4.193 2.159 0.091
H -3.188 0.124 3.550 0.110
H -4.799 -5.367 0.810 0.076
H 7.402 -0.385 -3.458 0.105
H -4.314 2.079 4.452 0.104
H 8.053 3.021 -2.493 0.079
H -4.289 -0.268 1.335 0.114
H 5.682 3.316 -2.167 0.108
H 5.224 -1.522 -3.065 0.111
H -5.050 4.416 4.143 0.067
```

=====

The following is a quantum chemistry calculation of a molecular structure, C32H27Cl2N2O3PPd, from OMol25.

Summary:
* LUMO (spin up / spin down): -6.49 / -9.21 eV
* relative energy (zero: lowest compared OMol25 entry of this formula, charge and spin): 12.0 kcal/mol
* gap between HOMO and LUMO (spin up / spin down): 7.7 / 5.7 eV
* E_tot: -80540.4684 eV
* multiplicity: 5
* total charge: +2

XYZ file:
```
68
Properties=species:S:1:pos:R:3:lowdin_charge:R:1
Pd 1.191 0.085 0.406 0.970
Cl 0.481 7.160 3.206 0.848
Cl 1.932 4.806 -1.378 0.851
P -0.466 -0.271 -1.340 1.103
O 0.217 0.978 2.223 -0.034
O -0.145 -4.085 0.984 0.062
O 1.149 2.407 0.010 -0.064
N 4.353 0.624 0.167 0.040
N 0.280 -1.915 0.927 0.051
C 1.232 1.847 -4.323 -0.046
C 0.090 -3.759 2.375 -0.032
C -0.671 -2.133 -3.353 -0.038
C -0.359 -4.361 -1.726 0.028
C -0.022 -2.983 0.270 -0.321
C -2.036 0.059 -0.538 -0.352
C 0.504 3.356 2.093 -0.093
C 1.005 3.403 0.727 -0.345
C -1.355 1.469 -3.339 -0.069
C 1.988 -2.279 4.349 -0.044
C -0.282 -3.088 -1.168 -0.134
C -0.262 0.859 -2.721 -0.380
C -0.584 -4.521 -3.085 -0.008
C 1.175 5.867 0.959 -0.078
C 1.334 4.736 0.204 -0.542
C 0.469 -2.267 2.353 -0.262
C -3.480 1.702 0.468 -0.048
C -4.417 0.705 0.718 -0.031
C 1.896 -1.983 2.856 -0.409
C -4.165 -0.608 0.342 -0.038
C 1.035 1.059 -3.204 -0.086
C -0.738 -3.408 -3.895 -0.017
C -0.461 -1.958 -1.988 -0.266
C 0.143 2.441 -4.951 -0.033
C -2.975 -0.940 -0.282 -0.053
C 2.961 -2.744 2.067 -0.052
C 0.136 2.099 2.710 -0.119
C 0.346 4.514 2.814 0.001
C -1.143 2.255 -4.459 -0.043
C -2.284 1.382 -0.148 -0.102
C 3.232 0.399 0.329 -0.320
C 0.682 5.767 2.265 -0.615
H -0.631 -5.514 -3.508 0.129
H 2.973 -2.005 4.725 0.095
H 1.239 -1.719 4.912 0.088
H 3.951 -2.455 2.417 0.097
H 0.879 -4.409 2.743 0.128
H 1.881 0.601 -2.702 0.105
H -0.231 -1.672 2.943 0.143
H -2.790 -1.960 -0.594 0.114
H -0.913 -3.528 -4.956 0.127
H 2.868 -3.823 2.200 0.088
H -5.351 0.951 1.206 0.123
H -0.227 -5.225 -1.090 0.135
H -0.823 -3.957 2.931 0.143
H 1.843 -3.341 4.552 0.090
H 2.065 -0.905 2.722 0.096
H 2.231 2.001 -4.708 0.122
H 0.296 3.051 -5.831 0.122
H -4.906 -1.375 0.525 0.122
H -2.358 1.317 -2.960 0.115
H -0.040 4.472 3.827 0.135
H -1.987 2.721 -4.950 0.121
H 2.916 -2.522 0.999 0.063
H -3.691 2.727 0.742 0.118
H 1.431 6.834 0.546 0.130
H -0.799 -1.273 -3.995 0.113
H -0.262 2.177 3.733 0.157
H -1.549 2.152 -0.354 0.103
```